[1]
{"formula": "H3O2PS", "method": "ωB97M-V/def2-TZVPD", "gap_ev": [8.367, 7.190], "lumo_energy_ev": [0.5, -2.6], "spin_multiplicity": 3, "e_homo_ev": [-7.821, -9.778], "species": ["O", "O", "P", "S", "H", "H", "H"], "positions_angstrom": [[-1.4024, -0.8373, 0.4065], [1.1915, 0.2451, -0.8226], [-2.3510, -0.1034, -0.4906], [1.9742, 0.6421, 0.3283], [1.9834, -0.4538, 1.1657], [-2.1672, -0.5816, -1.8208], [0.7716, 1.0890, 1.2334]], "atomic_forces_ev_per_a": [[0.559, -0.417, 0.753], [-0.124, -0.563, -2.445], [-0.489, 0.396, -0.528], [-2.772, 0.755, 3.084], [0.369, 0.046, 0.043], [-0.005, 0.037, -0.133], [2.462, -0.254, -0.774]], "nbo_charge": [-0.8077, -0.9865, 0.8020, 0.9308, 0.0246, 0.0047, 0.0321]}

***

[2]
{"formula": "H3O2PS2", "method": "ωB97M-V/def2-TZVPD", "gap_ev": 9.940, "lumo_energy_ev": 0.2, "smiles": "OP(O)(=S)S", "e_homo_ev": -9.723, "species": ["O", "O", "P", "S", "S", "H", "H", "H"], "positions_angstrom": [[0.3102, -1.0377, 1.1429], [0.9965, 1.3159, 0.4876], [-0.1980, 0.4381, -0.0055], [-1.9376, 1.1588, 0.2036], [0.3366, -0.2958, -1.8907], [-0.0979, -1.9442, 0.9500], [1.5444, 0.7823, 0.9800], [-0.9543, -0.4174, -1.8680]], "atomic_forces_ev_per_a": [[-1.462, 1.224, -2.213], [-1.500, 2.216, -1.537], [0.523, -3.467, 1.958], [0.087, -0.199, -0.132], [0.676, 0.430, 0.736], [0.588, 2.198, 0.017], [2.515, -1.916, 2.102], [-1.429, -0.486, -0.930]], "nbo_charge": [-1.0249, -0.9737, 1.5193, -0.4622, -0.2277, 0.4979, 0.5168, 0.1545]}

***

[3]
{"formula": "H3O4PS", "method": "ωB97M-V/def2-TZVPD", "gap_ev": 9.570, "lumo_energy_ev": 0.3, "smiles": "OOP(O)(O)=S", "e_homo_ev": -9.304, "species": ["O", "O", "O", "O", "P", "S", "H", "H", "H"], "positions_angstrom": [[-0.0193, -1.3380, -1.0290], [1.5706, 0.3760, 0.8036], [-0.8712, -0.1437, 0.9905], [-0.0820, 0.0284, -1.2740], [0.1306, 0.7335, 0.2119], [-0.2028, 2.6124, 0.0207], [-0.4947, -1.8488, -1.6973], [1.6375, -0.3463, 1.4337], [-1.6687, -0.0735, 0.5398]], "atomic_forces_ev_per_a": [[0.929, -2.616, 0.778], [-0.738, 0.090, -0.418], [1.432, -0.854, 2.983], [0.234, 1.459, -0.319], [1.169, 2.025, -1.510], [0.206, -0.698, 0.032], [-0.239, 0.958, -0.525], [-0.172, -0.294, -0.016], [-2.821, -0.070, -1.004]], "nbo_charge": [-0.4789, -0.9747, -0.9735, -0.5233, 2.0022, -0.5637, 0.4806, 0.5228, 0.5084]}

***

[4]
{"formula": "H3O4PSi", "method": "ωB97M-V/def2-TZVPD", "total_charge": -2, "gap_ev": 8.270, "lumo_energy_ev": 6.9, "e_homo_ev": -1.383, "species": ["O", "O", "O", "O", "Si", "P", "H", "H", "H"], "positions_angstrom": [[-0.1490, 2.5377, -0.0870], [0.8683, 1.5338, -2.2181], [2.2292, 1.6338, 0.0016], [-0.6615, -2.9615, -0.1082], [-0.7415, -1.5936, 0.5501], [0.9250, 1.7086, -0.7805], [-2.0485, -0.8599, 0.3929], [-0.6658, -1.5624, 2.1462], [0.2438, -0.4365, 0.1030]], "atomic_forces_ev_per_a": [[0.572, -1.363, -0.845], [-0.102, -1.028, -2.172], [-1.154, -0.701, -1.150], [0.346, -2.178, -0.962], [-0.163, 2.728, 1.580], [0.786, 3.247, 4.226], [-0.187, 0.044, -0.081], [0.233, -0.038, -0.831], [-0.333, -0.711, 0.235]], "nbo_charge": [-1.1574, -1.1421, -1.1546, -1.3504, 1.3591, 2.4264, -0.3187, -0.3394, -0.3228]}

***

[5]
{"formula": "H3PS2", "method": "ωB97M-V/def2-TZVPD", "gap_ev": 7.317, "lumo_energy_ev": -1.5, "smiles": "P=S.S", "e_homo_ev": -8.832, "species": ["P", "S", "S", "H", "H", "H"], "positions_angstrom": [[0.1711, -1.6753, -0.4940], [0.7534, -3.4360, 0.2161], [0.4963, 1.5900, 0.1413], [-0.5979, -1.0436, 0.5693], [-0.1074, 2.6178, -0.8369], [-0.7155, 1.9472, 0.4042]], "atomic_forces_ev_per_a": [[0.334, -1.454, 0.511], [-0.650, 1.821, -0.453], [-0.446, 2.536, -2.665], [0.236, -0.541, -0.101], [2.237, -1.902, 1.081], [-1.712, -0.459, 1.628]], "nbo_charge": [0.4149, -0.3518, -0.3028, -0.0843, 0.1864, 0.1375]}

***

[6]
{"formula": "H3PS2", "method": "ωB97M-V/def2-TZVPD", "gap_ev": 8.217, "lumo_energy_ev": -0.4, "smiles": "PSS", "e_homo_ev": -8.567, "species": ["P", "S", "S", "H", "H", "H"], "positions_angstrom": [[-1.3560, 0.5895, 0.3193], [2.0297, 0.4626, -0.0878], [0.2030, -0.8068, 0.2970], [-2.2587, -0.4773, 0.2982], [-1.4657, 0.7572, -1.0673], [2.8477, -0.5252, 0.2405]], "atomic_forces_ev_per_a": [[0.147, 0.773, 0.216], [-1.915, -0.448, 0.226], [1.986, 0.230, -0.377], [-0.302, -0.284, 0.134], [-0.114, 0.095, -0.387], [0.198, -0.365, 0.187]], "nbo_charge": [0.2299, -0.1316, -0.1998, -0.0058, -0.0291, 0.1363]}